[1]
The following is a quantum chemistry calculation of a molecular structure, C7H21N3O4Rb, from the Open Molecules 2025 dataset.

Output
- LUMO energy (eV) = -3.8
- total energy (hartree) = -768.36807
- total charge = +1

The geometry in XYZ format:
```
36
Properties=species:S:1:pos:R:3:forces:R:3:mulliken_charge:R:1
H -24.296 0.716 -16.818 0.174 0.598 0.013 0.310
H -24.139 5.688 -12.534 -0.123 0.685 -0.026 0.261
H -22.377 -0.829 -16.298 0.191 0.048 -0.088 0.321
H -22.328 0.622 -15.235 0.626 0.135 -0.408 0.226
H -21.678 -6.331 -15.012 0.062 -0.075 -0.274 0.321
H -25.584 -1.247 -14.976 0.134 -0.363 0.017 0.351
C -25.078 0.398 -16.129 -1.385 0.309 0.242 -0.559
H -21.587 -0.904 -14.699 -0.080 -0.072 0.059 0.184
H -26.868 4.129 -14.221 0.308 0.760 -0.095 0.403
H -24.597 1.229 -14.363 0.072 -0.007 0.325 0.247
C -25.118 5.374 -12.897 1.471 0.727 0.466 -0.791
C -22.404 -0.465 -15.271 -0.608 0.511 0.109 -0.621
H -24.587 -1.699 -16.389 0.538 -0.102 0.092 0.371
C -25.635 2.665 -15.358 -0.704 0.281 1.531 -0.631
H -26.493 2.644 -16.031 -0.123 0.247 0.041 0.379
O -17.430 0.121 -10.140 0.284 -1.689 -0.607 -0.681
H -16.115 1.778 -7.874 0.553 -0.978 0.854 0.174
O -21.690 -6.147 -14.073 0.296 0.172 0.343 -0.638
Rb -19.292 -4.161 -11.175 -0.019 0.097 -0.102 0.985
C -17.044 1.001 -9.392 0.031 -2.879 0.755 0.678
H -16.240 -0.042 -7.867 0.326 0.599 0.316 0.223
H -26.137 2.898 -13.239 -0.131 -0.154 0.181 0.360
H -22.619 -6.064 -13.856 -0.288 -0.012 0.047 0.327
N -16.300 0.874 -8.286 0.634 -0.736 0.554 -0.399
H -24.806 3.121 -15.899 0.228 0.058 -0.024 0.328
H -25.643 6.175 -13.417 0.051 0.100 -0.124 0.303
H -17.396 2.841 -8.781 -0.414 0.551 -1.027 0.203
N -17.412 2.214 -9.573 -1.008 3.658 -1.316 -0.423
O -23.647 -0.752 -14.663 -0.321 -1.799 -0.395 -0.404
C -24.740 -0.960 -15.603 0.018 0.894 1.439 -0.604
H -26.020 0.340 -16.675 0.076 -0.114 -0.485 0.467
H -25.673 5.154 -11.985 -0.353 -0.760 -0.123 0.329
O -24.775 4.318 -13.758 -1.291 0.121 0.017 -0.295
H -17.795 2.279 -10.505 -0.480 1.306 0.454 0.230
N -25.405 1.257 -14.968 0.819 0.615 -0.838 -0.367
C -25.936 3.587 -14.058 0.432 -2.731 -1.923 -0.568
```
Forces are in eV/Å.

***

[2]
The following is a quantum chemistry calculation of 7 unconnected molecules or ions with the total composition C7H21N7O14, from the Open Molecules 2025 dataset.

Output
- SMILES = C[N+](=O)[O-].C[N+](=O)[O-].C[N+](=O)[O-].C[N+](=O)[O-].C[N+](=O)[O-].C[N+](=O)[O-].C[N+](=O)[O-]
- LUMO energy (eV) = -0.1
- total energy (hartree) = -1715.22435
- total charge = 0

The geometry in XYZ format:
```
49
Properties=species:S:1:pos:R:3:forces:R:3:mulliken_charge:R:1
H -3.603 -6.207 -4.978 -0.222 0.281 -0.022 0.289
O -0.820 -1.245 7.353 -0.245 -0.212 2.414 -0.512
H -7.956 -4.740 2.073 0.109 0.019 -0.001 0.271
O -5.056 -3.440 -5.425 -0.342 -1.868 -0.483 -0.513
N 9.590 0.149 -5.207 0.567 -1.185 -1.739 0.785
N -0.713 -1.590 6.216 0.437 2.263 -0.015 0.838
H 0.560 0.167 0.206 -0.009 -0.218 -0.075 0.315
O -4.439 6.198 -1.198 -0.264 -0.740 -0.640 -0.498
H 0.596 -3.025 6.651 0.875 0.251 -0.105 0.270
H 0.359 -2.719 4.908 0.200 -0.065 0.067 0.279
O 9.953 0.406 -6.379 -0.571 -0.137 2.624 -0.492
H 7.525 0.588 -5.469 0.241 -0.146 -0.213 0.267
H -5.074 8.050 0.883 0.335 -0.036 0.185 0.265
C -3.562 -5.215 -5.427 1.216 0.378 0.160 -0.674
N -4.904 -4.658 -5.567 0.019 0.231 0.744 0.846
H -2.997 -4.505 -4.823 0.219 -0.214 -0.275 0.288
N -4.882 7.306 -1.032 0.013 0.830 -0.240 0.832
H 7.986 -0.124 -3.916 0.070 -0.083 -0.155 0.295
N 0.619 0.357 -1.827 -0.451 -0.558 0.148 0.883
H -0.923 -0.281 -0.600 -0.455 0.823 -0.089 0.287
C 0.526 -2.256 5.881 -0.173 -1.680 -1.069 -0.593
H -7.537 -3.125 2.641 0.424 -0.080 -0.011 0.262
O 10.308 -0.056 -4.242 -0.048 0.689 -0.921 -0.486
O 6.759 4.418 4.718 0.470 -0.866 -0.767 -0.504
H 6.555 2.118 2.668 -0.280 0.089 -0.548 0.279
O 6.174 2.388 5.003 0.306 -1.061 -0.377 -0.505
O -5.741 7.862 -1.719 1.039 -0.533 1.054 -0.513
O -5.579 -4.269 1.144 0.797 -0.156 0.221 -0.514
C 6.352 3.177 2.829 0.938 -1.240 -0.571 -0.578
H -3.957 9.008 -0.119 -0.312 -0.057 -0.173 0.275
H 7.113 3.782 2.335 -0.307 0.082 0.144 0.265
O -1.443 -1.183 5.360 -1.011 -0.375 -1.853 -0.536
C -0.143 0.480 -0.566 1.319 -0.333 1.259 -0.719
O -5.258 -5.059 3.165 1.862 -0.503 -0.088 -0.516
H -3.382 7.437 0.452 -0.498 -0.110 0.091 0.304
O -5.721 -5.532 -5.773 -1.117 1.055 -0.262 -0.503
C -4.266 7.999 0.153 -0.312 0.649 -0.273 -0.665
C 8.150 -0.168 -4.992 -0.703 0.712 0.606 -0.634
H 5.335 3.446 2.546 0.181 0.039 0.223 0.250
H -0.307 1.527 -0.312 -0.926 -0.198 -0.623 0.287
H 7.893 -1.164 -5.352 0.436 0.149 -0.203 0.266
O 0.075 0.570 -2.859 -1.964 1.112 -1.684 -0.517
H -3.183 -5.312 -6.445 0.223 0.138 0.141 0.267
H 1.318 -1.514 5.775 -0.083 -0.179 0.558 0.254
N -5.868 -4.513 2.292 -3.029 0.712 0.350 0.864
C -7.294 -4.183 2.735 -0.093 -0.281 -0.261 -0.686
N 6.513 3.289 4.277 -1.307 2.954 1.891 0.793
O 1.725 -0.082 -1.793 2.482 -0.632 1.069 -0.536
H -7.374 -4.560 3.755 -0.055 0.290 -0.212 0.319
```
Forces are in eV/Å.

***

[3]
The following is a quantum chemistry calculation of 3 unconnected molecules or ions with the total composition C7H21NO4, from the Open Molecules 2025 dataset.

Output
- SMILES = COC[C@H](C)N.OCCO.CO
- LUMO energy (eV) = 0.6
- total energy (hartree) = -634.89374
- total charge = 0

The geometry in XYZ format:
```
33
Properties=species:S:1:pos:R:3:forces:R:3:mulliken_charge:R:1
H 2.780 3.417 1.586 -0.085 0.039 0.339 0.232
O 1.232 2.269 0.839 -0.030 -0.143 0.077 -0.459
C -0.801 -3.053 0.350 -1.836 1.015 -2.155 -0.654
O 3.298 1.217 -0.943 -0.384 1.364 0.203 -0.504
H 2.164 -3.966 -0.758 -0.232 0.011 0.402 0.254
H -3.269 -1.678 2.585 0.745 0.161 0.240 0.360
H -1.349 -3.829 -0.185 -1.322 -0.321 0.746 0.358
C 1.078 -4.035 -0.806 -1.339 0.574 0.282 -0.763
H 4.534 2.491 -0.025 0.025 0.609 0.706 0.281
H 2.836 1.638 1.788 1.068 0.167 0.020 0.397
O -2.866 3.944 -2.525 -0.097 0.110 -0.059 -0.496
H -3.501 -2.532 1.147 -0.174 -0.096 -0.300 0.361
H -2.778 -0.974 1.001 0.068 0.335 0.281 0.314
C -2.784 -1.866 1.627 -1.110 -0.155 -2.184 -1.451
H -2.808 4.676 -4.432 0.065 0.077 0.069 0.197
N -0.660 -1.912 2.629 3.154 1.038 -0.457 -0.721
C 3.456 2.481 -0.189 0.094 -2.268 -0.067 -0.344
H 3.222 3.330 -0.831 -0.391 -0.298 -0.073 0.308
H -0.880 -2.288 -0.423 0.413 0.971 -0.029 0.391
H -1.747 -3.487 2.160 -0.040 -0.921 -0.239 0.125
H 0.197 -2.438 2.532 0.887 0.391 0.648 0.277
C 2.606 2.455 1.104 0.650 0.598 -0.860 -0.525
H -0.944 -2.023 3.592 -0.521 -0.184 -0.215 0.255
H -2.276 5.827 -3.167 0.107 0.123 -0.158 0.219
H -2.207 3.822 -1.838 -0.137 -0.117 0.171 0.305
H -1.232 4.432 -3.629 0.148 0.372 -0.379 0.232
H 1.112 1.409 1.247 -1.043 0.009 -0.358 0.327
C -2.254 4.789 -3.500 -0.075 -0.580 0.367 -0.457
O 0.456 -3.556 0.420 3.462 -0.628 0.689 -0.359
C -1.451 -2.566 1.657 -2.260 -2.335 1.773 0.630
H 0.758 -5.047 -1.059 0.070 -0.323 0.478 0.308
H 3.353 0.516 -0.290 0.036 -0.113 0.016 0.273
H 0.726 -3.463 -1.664 0.084 0.517 0.024 0.328
```
Forces are in eV/Å.

***

Energy above the lowest of the compared OMol25 structures with the same formula, charge and spin
In order: 64.59 52.59 58.61
Unit: kcal/mol